(1)
27
Properties=species:S:1:pos:R:3:forces:R:3 method="wB97M-V/def2-TZVPD" de_lowest_ev=1.0659 energy_ha=-2197.922094 total_charge=+2 max_force_ev_per_a=1.8
Ta -1.835 1.427 -0.495 -0.6 0.3 -1.3
Cl 0.527 1.491 -1.287 0.1 -0.2 -0.4
C 1.159 3.069 -0.786 0.0 0.4 0.2
C 2.516 3.271 -0.838 0.0 -0.2 0.0
C 2.987 4.521 -0.450 -0.1 0.0 0.0
C 2.115 5.511 -0.029 0.0 0.0 0.0
C 0.746 5.275 0.016 0.1 0.0 0.0
Cl -0.322 6.501 0.547 0.0 0.0 0.0
C 0.242 4.029 -0.367 0.0 -0.2 0.1
S -1.489 3.765 -0.482 -0.4 -0.7 -0.1
H 3.190 2.495 -1.175 0.0 0.0 0.0
H 4.049 4.716 -0.485 0.0 0.0 0.0
H 2.489 6.481 0.267 0.0 0.0 0.0
Te -3.547 1.106 -2.337 1.2 0.4 1.3
N -1.250 -0.585 -0.022 -0.3 0.2 0.1
C -1.160 -1.725 0.180 0.1 0.1 0.1
C -1.047 -3.096 0.432 0.0 -0.2 -0.1
C -1.054 -3.565 1.757 0.0 0.1 0.0
C -0.970 -4.922 1.978 0.0 0.0 0.0
C -0.881 -5.799 0.900 0.0 0.0 0.0
C -0.867 -5.331 -0.412 0.0 0.0 0.0
C -0.951 -3.979 -0.661 0.0 0.1 0.0
H -1.120 -2.869 2.583 0.0 0.0 0.0
H -0.972 -5.302 2.990 0.0 0.0 0.0
H -0.823 -6.864 1.084 0.0 0.0 0.0
H -0.789 -6.024 -1.237 0.0 0.0 0.0
H -0.942 -3.596 -1.672 0.0 0.0 0.0

(2)
18
Properties=species:S:1:pos:R:3:forces:R:3 method="wB97M-V/def2-TZVPD" de_lowest_ev=2.1520 energy_ha=-439.197278 total_charge=0 max_force_ev_per_a=1.6
C 1.732 -1.648 -0.259 0.2 0.2 0.0
C 1.517 0.793 -0.578 1.3 1.0 -0.2
C -1.287 0.288 -0.413 -0.5 -0.1 1.4
C 1.079 -0.309 -0.047 -0.6 -0.8 0.1
N -0.331 0.453 1.882 -0.6 0.3 0.4
C -0.290 -0.264 0.644 -0.3 0.3 -1.5
C -1.603 1.567 -0.572 0.2 -0.1 -0.1
O -1.925 -0.728 -1.059 0.2 -0.2 0.0
O 1.997 1.794 -0.956 -0.6 -0.6 0.1
H -2.612 -0.371 -1.637 0.2 0.0 0.0
H 0.228 0.022 2.608 0.1 0.2 -0.2
H -0.100 1.432 1.775 0.1 -0.1 0.1
H -0.608 -1.294 0.828 0.1 0.1 0.0
H 2.659 -1.538 -0.817 0.1 -0.1 0.0
H 1.955 -2.114 0.701 0.0 -0.1 0.0
H 1.067 -2.308 -0.816 0.0 0.0 0.0
H -2.400 1.878 -1.229 0.0 0.0 -0.3
H -1.078 2.347 -0.055 0.1 0.1 0.2

(3)
8
Properties=species:S:1:pos:R:3:forces:R:3 method="wB97M-V/def2-TZVPD" de_lowest_ev=1.7132 energy_ha=-341.173844 total_charge=0 max_force_ev_per_a=5.6
C -0.136 1.169 0.416 -2.7 2.9 4.0
C -0.174 -0.538 -0.942 3.7 -3.1 1.6
C 0.195 -0.955 0.356 -0.3 -2.4 -0.2
H 0.188 -0.856 -2.008 -1.2 0.1 2.5
H 0.604 -1.946 0.842 -1.2 2.1 -1.5
O -0.382 2.279 0.848 1.2 -1.9 -1.2
O -0.298 0.784 -0.839 -0.4 2.2 -0.4
O 0.004 0.062 1.326 0.9 0.2 -4.8

(4)
43
Properties=species:S:1:pos:R:3:forces:R:3 method="wB97M-V/def2-TZVPD" multiplicity=3 energy_ha=-4048.716992 total_charge=+4 max_force_ev_per_a=9.1
I -1.645 -2.473 1.119 -0.2 -0.7 0.0
I 0.083 -3.103 2.910 -0.1 -0.3 0.3
Ga 0.701 -0.190 0.564 0.2 -1.5 -0.1
Au 0.915 -0.440 -2.011 -0.6 -2.6 1.7
S 1.472 -2.173 -0.569 0.1 1.1 0.4
C 1.551 0.912 -3.283 5.5 4.8 -4.9
C -0.660 0.621 -2.662 -7.4 4.1 -1.8
C 3.395 -2.216 -0.702 -0.5 0.4 -1.3
C 3.863 -2.944 0.501 -0.2 -0.1 0.0
C 3.883 -0.803 -0.812 0.3 0.4 0.0
C 3.650 -2.967 -2.004 -0.2 -0.5 -0.2
C -0.439 0.865 1.928 -1.1 -0.1 1.6
C 2.213 0.637 1.728 6.8 4.1 4.4
O -1.451 1.364 -3.081 3.7 -3.2 1.6
O 2.028 1.717 -3.951 -2.2 -2.7 2.3
O -0.358 0.746 3.130 0.6 -0.4 -2.0
O 3.004 1.247 2.353 -5.1 -3.7 -3.7
H 4.930 -3.017 0.425 0.7 -0.2 0.2
H 3.443 -3.932 0.524 0.0 -0.6 0.1
H 3.603 -2.423 1.401 0.0 0.3 0.7
H 4.966 -0.840 -0.845 0.3 0.1 -0.1
H 3.623 -0.214 0.057 0.1 0.2 0.4
H 3.524 -0.263 -1.693 0.3 -0.3 0.1
H 4.740 -3.092 -2.110 -0.3 0.0 0.0
H 3.270 -2.458 -2.911 0.2 -0.1 0.5
H 3.205 -3.972 -1.958 0.2 0.2 -0.1
C -5.478 0.509 0.891 -0.4 -1.1 0.3
C -4.592 -0.255 1.662 -1.1 0.2 -0.2
C -3.296 0.198 1.878 0.3 -0.3 0.2
C -2.784 1.302 1.197 -0.2 1.1 -0.6
C -1.417 1.713 1.233 -1.0 -0.2 0.1
C -0.957 2.808 0.533 -0.6 0.9 -0.9
C -1.861 3.615 -0.194 1.2 0.2 0.6
C -3.207 3.271 -0.209 -1.6 -0.3 -0.6
C -3.692 2.085 0.404 0.8 0.4 0.1
C -5.049 1.682 0.281 0.8 0.6 -0.1
H -6.516 0.186 0.749 0.4 0.1 0.1
H -4.932 -1.183 2.132 0.0 0.4 -0.1
H -2.669 -0.321 2.594 -0.1 0.1 0.1
H 0.092 3.062 0.576 0.2 0.2 0.0
H -1.510 4.534 -0.696 -0.2 -0.6 0.3
H -3.939 3.898 -0.763 0.6 -0.4 0.4
H -5.707 2.305 -0.315 -0.2 -0.1 0.1

(5)
10
Properties=species:S:1:pos:R:3:forces:R:3 method="wB97M-V/def2-TZVPD" de_lowest_ev=3.8122 energy_ha=-210.023641 total_charge=0 max_force_ev_per_a=2.0
N 0.942 1.446 -0.341 0.5 -0.2 0.1
C 1.372 0.301 0.029 0.2 0.2 0.2
C 0.443 -0.808 0.204 0.2 0.1 -0.1
C -0.806 -0.444 0.033 0.3 0.3 -0.5
C -2.034 -0.041 0.113 0.3 -1.3 -0.5
H 1.713 2.101 -0.441 0.0 0.0 0.0
H 2.427 0.045 0.140 0.1 0.2 0.1
H 0.751 -1.839 0.325 0.1 0.1 -0.5
H -2.177 -0.996 0.685 -1.5 0.8 1.0
H -2.632 0.234 -0.748 -0.1 -0.2 0.2

(6)
49
Properties=species:S:1:pos:R:3:forces:R:3 method="wB97M-V/def2-TZVPD" de_lowest_ev=3.4452 energy_ha=-4734.193551 total_charge=0 max_force_ev_per_a=5.7
C -3.774 1.521 -0.015 -0.1 -0.2 -0.1
C -3.619 0.071 -0.722 -1.6 0.8 1.0
N -2.566 -0.681 0.021 0.0 -1.5 -1.8
C -1.284 -0.816 -0.769 0.1 -0.8 0.7
C -0.250 0.220 -0.117 -0.6 0.6 0.5
C 1.227 0.218 -0.734 -2.0 -0.5 -2.4
C 1.058 0.803 -2.251 0.3 1.5 1.0
O 0.768 2.239 -2.064 -0.9 -0.7 -1.4
C -0.060 2.712 -3.144 0.2 -0.1 0.4
I -0.230 4.895 -2.841 0.0 -1.1 -0.2
C 1.688 -1.319 -0.913 0.4 -1.0 1.1
C 1.627 -1.894 -2.399 5.2 1.2 -2.0
O 2.647 -1.749 -3.129 -4.7 -0.8 3.0
Br 0.110 -2.873 -3.219 0.6 0.5 0.7
O 2.184 1.088 -0.123 -1.0 -1.2 0.8
C 2.199 1.107 1.305 1.4 0.0 1.5
C 2.815 -0.226 2.007 1.2 1.4 0.1
Cl 1.543 -1.440 2.531 0.7 0.7 -0.3
C 3.624 0.200 3.342 -1.3 -1.6 1.0
C 2.752 1.044 4.394 0.9 1.0 0.2
Cl 5.261 0.984 2.964 -1.5 -0.4 0.0
C -3.034 -1.978 0.541 -1.4 -0.5 4.0
C -3.299 -3.302 -0.308 1.4 -0.2 -0.2
O -3.265 -2.039 1.786 0.9 0.2 -4.6
H -4.690 1.491 0.684 1.5 0.2 -1.1
H -2.850 1.723 0.623 -1.3 -0.3 -0.9
H -3.878 2.373 -0.768 0.0 -1.2 1.0
H -3.466 0.143 -1.850 0.2 -0.1 1.5
H -4.641 -0.454 -0.574 1.7 0.7 -0.3
H -1.472 -0.678 -1.886 0.3 0.0 1.4
H -0.970 -1.922 -0.637 -0.1 1.9 -0.2
H -0.726 1.268 -0.243 1.0 -1.5 0.1
H -0.288 0.025 1.023 0.3 0.1 -1.9
H 0.150 0.376 -2.791 1.5 0.0 0.7
H 2.033 0.769 -2.844 -1.4 -0.4 0.7
H 0.425 2.557 -4.165 -0.7 0.2 1.3
H -1.127 2.294 -3.075 1.6 0.6 -0.2
H 1.136 -2.035 -0.195 0.7 1.3 -1.2
H 2.794 -1.371 -0.581 -1.7 0.0 -1.1
H 2.951 1.937 1.603 -1.2 -1.3 -0.8
H 1.227 1.395 1.828 1.0 -0.6 -1.1
H 3.568 -0.768 1.340 -1.3 0.8 0.8
H 3.888 -0.790 3.873 -0.2 1.6 -0.9
H 2.116 1.868 3.924 0.9 -1.2 0.4
H 2.065 0.411 5.047 1.1 0.6 -1.1
H 3.514 1.585 5.075 -1.3 -0.9 -1.0
H -3.887 -3.150 -1.273 0.7 0.0 1.4
H -3.737 -4.141 0.348 0.5 1.7 -0.9
H -2.257 -3.694 -0.631 -1.6 0.6 0.4